Below is C33H30BF9O2S as an isolated structure, with properties calculated with wB97M-V/def2-TZVPD.

Structure (ORCA input):
```
! RIJCOSX wB97M-V def2-TZVPD def2/J DEFGRID3
* xyz 0 1
C 4.610 0.880 0.879
C 3.383 0.097 0.629
C 2.658 -0.583 1.596
C 1.684 -1.451 1.045
C 1.588 -1.371 -0.345
B -1.053 2.818 0.818
C 1.206 -2.459 -1.238
C 0.301 -3.460 -0.815
C -0.341 -4.261 -1.744
C 0.048 -4.179 -3.078
C -0.705 -4.980 -4.098
F -0.374 -4.658 -5.381
F -0.498 -6.325 -3.951
F -2.057 -4.775 -3.982
C 1.117 -3.386 -3.483
C 1.693 -2.527 -2.562
O -1.282 2.934 2.167
C 0.075 3.083 2.657
C 0.007 3.869 3.947
C 0.634 1.699 2.972
C 0.818 3.816 1.450
C 0.729 5.335 1.584
C 2.241 3.393 1.171
O 0.027 3.470 0.282
S 2.790 -0.219 -0.953
H 4.948 0.654 1.897
H 5.390 0.598 0.162
H 4.425 1.958 0.797
H 2.868 -0.469 2.660
H 1.117 -2.141 1.663
H 0.075 -3.587 0.242
H -1.143 -4.932 -1.444
H 1.455 -3.420 -4.513
H 2.517 -1.889 -2.890
H 1.019 4.042 4.337
H -0.487 4.837 3.810
H -0.553 3.298 4.698
H 1.628 1.780 3.437
H -0.032 1.192 3.687
H 0.695 1.068 2.075
H 1.339 5.689 2.423
H 1.120 5.797 0.671
H -0.308 5.670 1.721
H 2.877 3.591 2.042
H 2.310 2.331 0.898
H 2.628 3.978 0.328
F 1.252 -0.789 -5.509
C -0.047 -0.341 -5.369
F -0.199 0.742 -6.186
F -0.853 -1.333 -5.851
C -0.333 -0.018 -3.931
C 0.283 1.092 -3.351
C 0.077 1.328 -2.007
C -0.752 0.499 -1.213
C -1.109 0.913 0.116
C -1.797 0.030 1.042
C -1.481 -1.338 1.142
C -2.267 -2.219 1.868
C -3.446 -1.746 2.433
C -4.463 -2.704 2.975
F -4.778 -2.438 4.281
F -5.636 -2.625 2.264
F -4.055 -4.004 2.914
C -3.743 -0.385 2.462
C -2.901 0.494 1.805
C -1.349 -0.618 -1.845
C -1.161 -0.857 -3.193
H 0.908 1.757 -3.947
H 0.513 2.209 -1.543
H -1.793 1.958 0.026
H -0.633 -1.713 0.565
H -1.975 -3.260 1.965
H -4.620 -0.014 2.992
H -3.160 1.551 1.797
H -2.036 -1.265 -1.299
H -1.631 -1.714 -3.668
*
```

Computed properties:
Relative energy (zero: lowest compared OMol25 entry of this formula, charge and spin) in eV: 3.049
DFT total energy in Eh: -2747.85567
Kohn-Sham gap in eV: 6.46
HOMO level in eV: -7.40